The following is a DFT calculation (the ωB97M-V functional and the def2-TZVPD basis) of a structure of composition C3H6NO2S.

Output
* E_LUMO: -0.18369 Eh
* frontier orbital gap: 9.31 eV
* energy above the lowest of the compared OMol25 structures with the same formula, charge and spin: 98.9 kcal/mol

Geometry as ORCA input:
```
! wB97M-V def2-TZVPD RIJCOSX def2/J DEFGRID3
* xyz 1 1
C 0.63 1.60 -0.06
C -1.14 -0.33 -0.43
C -0.09 -1.09 0.27
N 1.48 0.82 -0.28
O -1.09 1.02 -0.08
O 2.78 -1.02 0.58
S 1.71 -0.79 -0.41
H 0.39 2.66 0.00
H -1.55 1.20 0.75
H -0.78 -0.45 -1.49
H -2.12 -0.72 -0.16
H -0.18 -2.19 0.00
H -0.04 -0.70 1.32
*
```